(1)
Density functional theory data (the ωB97M-V functional and the def2-TZVPD basis) for a structure of composition C43H41BCuF4OP2.

```
93
Properties=species:S:1:pos:R:3:forces:R:3
Cu -1.39206 -2.37914 -4.08914 -0.030 -0.059 0.107
C 0.31530 2.75347 5.73181 -1.598 -1.653 0.837
C -0.46567 2.96103 4.46273 -2.208 -0.601 -0.649
C -1.58264 4.01742 4.79205 -1.086 -1.319 -0.544
C -1.19132 1.63433 4.06599 0.678 0.838 -0.437
C -2.13854 1.06829 4.91155 -0.680 0.545 0.678
C -2.79317 -0.09434 4.57386 0.822 0.005 0.025
C -2.46689 -0.77549 3.38226 -0.996 -0.653 0.391
C -1.52869 -0.27858 2.47893 0.133 1.818 1.017
P -0.95477 -0.92649 0.85912 -1.881 -0.229 -0.082
C -1.73378 -2.61501 0.91195 1.486 0.875 2.222
C -2.32900 -3.11437 -0.18632 -1.393 -0.700 -0.631
C -2.81353 -4.41127 -0.14829 -0.951 -1.065 -2.442
C -2.59835 -5.23167 0.93426 -0.508 -0.669 -0.530
C -1.98759 -4.78676 2.07055 0.576 3.043 -1.075
C -1.56034 -3.42463 2.03453 0.234 -1.492 2.075
C 0.67725 -1.43938 1.30133 0.697 -0.478 -0.946
C 1.40403 -2.03015 0.26685 1.712 -0.131 0.925
C 2.73516 -2.40413 0.47225 0.141 0.020 -1.141
C 3.35508 -2.22746 1.68034 0.936 0.380 1.077
C 2.61111 -1.60657 2.67905 0.436 -0.126 1.110
C 1.28202 -1.22544 2.51260 0.799 -0.155 0.560
C -0.93128 0.99297 2.85835 -0.343 -1.070 -0.024
O -0.02477 1.46598 1.93780 -0.061 -0.334 0.088
C 0.71351 2.59075 2.17060 -2.747 0.838 2.702
C 1.59428 2.96824 1.23435 1.846 -1.061 -1.678
C 2.33247 4.13828 1.35640 0.419 -0.031 -1.124
C 2.10101 4.95051 2.41812 0.459 1.025 0.980
C 1.17402 4.53861 3.41573 1.023 2.561 0.140
C 0.41072 3.41368 3.31624 0.937 -1.104 -0.626
P 1.99154 1.64031 -0.00506 -0.799 0.489 -1.019
C 0.81423 2.20027 -1.36132 0.186 -0.452 -0.007
C 0.31754 1.24292 -2.24769 0.992 -1.477 0.826
C -0.78149 1.51484 -3.05795 0.014 0.130 -0.745
C -1.32311 2.79611 -3.02697 0.501 -0.329 0.299
C -0.70776 3.78372 -2.25807 -2.329 0.419 -1.712
C 0.34137 3.50502 -1.47736 1.095 -0.373 2.218
C 3.55197 2.27042 -0.70346 -0.404 0.138 0.311
C 4.67420 2.25703 0.13965 0.701 -1.206 0.291
C 5.93859 2.54482 -0.36342 -0.504 0.752 -0.336
C 6.02327 3.00855 -1.68892 1.082 0.189 0.630
C 4.89125 3.07462 -2.49512 0.939 -0.069 -0.303
C 3.63723 2.66994 -2.03644 1.565 0.235 0.356
H -0.37205 2.47851 6.56851 0.240 0.066 -0.645
H 0.70217 3.66898 6.02285 1.433 1.652 0.569
H 1.01587 1.93913 5.67388 0.665 -0.029 -0.185
H -2.24268 3.66788 5.63811 0.706 0.248 -0.940
H -2.22909 4.23136 3.90728 0.472 -0.303 0.599
H -1.16197 4.93461 5.09886 0.683 1.154 0.368
H -2.46635 1.59486 5.84483 0.638 -0.575 -0.877
H -3.43334 -0.49275 5.35245 -0.341 -0.308 -0.503
H -3.04348 -1.72275 3.24913 0.863 0.842 -0.386
H -2.52672 -2.43777 -0.98180 -0.020 0.122 -0.965
H -3.35427 -4.87995 -1.05548 0.968 1.048 1.487
H -2.93368 -6.24617 0.86132 -0.189 -0.476 0.048
H -1.84006 -5.42263 2.89216 0.258 -0.540 1.086
H -1.10389 -3.05679 3.00012 -0.292 -0.127 -1.441
H 1.10077 -2.18388 -0.73416 -1.038 0.121 -0.786
H 3.33382 -2.70678 -0.38890 -0.382 -0.273 0.149
H 4.44139 -2.48721 1.87949 -1.524 0.300 -0.440
H 3.10287 -1.44291 3.64430 -0.275 0.043 -0.229
H 0.72424 -0.76494 3.32621 0.298 -0.108 -0.084
H 3.07671 4.36745 0.56383 -0.595 -0.023 0.777
H 2.72077 5.88910 2.50009 -0.988 -1.042 0.229
H 1.10624 5.26673 4.26095 -0.290 -0.974 -0.504
H 0.84066 0.23835 -2.18695 -1.116 1.115 -0.406
H -1.18325 0.77592 -3.76703 0.191 0.157 0.608
H -2.23427 3.04656 -3.53710 -0.164 -0.070 -0.403
H -1.19159 4.75496 -2.28695 0.325 0.149 0.211
H 0.65583 4.24512 -0.75539 0.333 0.216 -0.122
H 4.63461 1.82263 1.17326 -0.368 0.621 -0.988
H 6.81857 2.49067 0.28465 -0.286 -0.020 -0.322
H 7.03327 3.34681 -2.03928 -1.166 -0.428 0.029
H 5.08790 3.39363 -3.51980 -0.528 -0.029 0.146
H 2.82449 2.66690 -2.73409 -0.460 -0.063 0.095
F 2.43474 -1.26833 -2.86294 -0.002 0.576 0.068
B 1.66951 -2.14129 -3.60182 -0.177 -1.256 0.622
F 1.55997 -1.80140 -4.93298 0.139 -0.155 0.102
F 2.12492 -3.45278 -3.32619 -0.142 0.490 -0.647
F 0.27631 -2.14097 -3.04057 0.141 0.352 -0.192
C -4.83055 -3.82354 -6.17251 1.244 -1.386 -1.059
C -3.30878 -3.74336 -5.96512 -0.945 1.852 -0.376
C -2.72193 -5.06107 -5.62445 -0.258 -0.812 0.228
C -3.13577 -2.67045 -4.86080 0.506 -0.704 0.520
H -5.05569 -4.56445 -6.97823 -0.301 0.508 0.557
H -5.17538 -2.84650 -6.41020 -0.573 0.711 -0.414
H -5.23119 -4.11000 -5.22399 -0.701 -0.438 0.500
H -2.88806 -3.38495 -6.91977 0.153 -0.015 0.266
H -3.16976 -5.45080 -4.73174 -0.449 -0.055 0.934
H -1.68097 -4.97389 -5.38097 0.738 -0.130 -0.277
H -2.94943 -5.85359 -6.34191 0.408 0.181 -0.425
H -3.82588 -2.99486 -4.05503 0.330 -0.003 0.099
H -3.57796 -1.72462 -5.14988 -0.056 0.355 -0.495
```
Forces are in eV/Å.

Results
frontier orbital gap: 6.95 eV
spin multiplicity: 1
M: 786.10 g/mol
net charge: -1
E_tot: -122074.545 eV
energy above the lowest of the compared OMol25 structures with the same formula, charge and spin: 22.0 kcal per mole


(2)
Density functional theory data (the ωB97M-V functional and the def2-TZVPD basis) for a structure of composition C31H53BIN7O3Sm.

```
97
Properties=species:S:1:pos:R:3:forces:R:3
Sm 1.60682 0.37625 0.47464 -0.976 -0.220 -0.912
C 0.33592 3.36979 3.64063 0.053 0.134 -0.096
C -0.13566 1.92625 3.83477 -0.126 0.038 0.106
C 1.00458 0.98825 4.21241 0.128 -0.061 0.057
C -0.94271 1.44613 2.66275 0.131 0.046 -0.043
C -2.31455 1.59928 2.49698 -0.190 0.108 0.027
C -2.62761 0.99835 1.29158 0.044 -0.033 -0.063
C -3.99435 0.92276 0.66917 0.049 -0.028 0.070
C -4.41710 2.30374 0.15792 -0.068 0.113 0.008
C -5.01705 0.38509 1.66960 -0.118 -0.013 0.109
N -1.47997 0.51202 0.75689 0.140 -0.163 0.061
N -0.43378 0.79644 1.61832 -0.457 0.102 -0.200
B -1.34014 -0.61343 -0.34283 0.041 -0.088 0.075
N -0.45270 -0.24826 -1.63591 0.108 -0.285 0.041
N 0.88279 -0.60050 -1.56578 -0.443 -0.176 -0.238
C 1.33531 -0.79368 -2.78842 0.180 0.081 -0.055
C 0.31443 -0.53347 -3.70439 0.006 -0.064 -0.222
C -0.79963 -0.20513 -2.95669 -0.262 0.159 0.261
C -2.10734 0.22735 -3.59248 0.167 -0.114 -0.073
C -3.36804 0.22590 -2.74612 -0.119 0.165 0.059
C -1.91195 1.61497 -4.21959 -0.010 0.134 0.051
C 2.73390 -1.29424 -3.03181 -0.113 -0.169 -0.092
C 3.46569 -1.60968 -1.73227 0.053 0.122 0.118
C 3.54368 -0.37816 -3.94719 0.058 0.102 -0.002
N -0.69718 -1.86404 0.32974 0.136 0.006 -0.009
N 0.53359 -1.77609 0.93076 -0.504 -0.090 -0.046
C 0.85634 -2.98901 1.34895 0.093 -0.069 0.079
C -0.15506 -3.89605 1.01287 -0.027 -0.094 0.064
C -1.12194 -3.15191 0.36805 -0.189 0.368 -0.188
C -2.41472 -3.65979 -0.22151 0.148 -0.223 0.083
C -2.46181 -3.52237 -1.74634 -0.013 0.075 -0.087
C -3.67561 -3.12379 0.46240 -0.021 0.064 0.017
C 2.13121 -3.24941 2.09493 0.060 -0.167 -0.020
C 1.83505 -3.71003 3.52461 -0.046 0.040 0.112
C 3.07259 -2.05368 2.10760 -0.011 0.087 0.067
H 0.80201 3.75113 4.55206 -0.004 -0.068 -0.025
H -0.49893 4.03042 3.39573 -0.002 -0.069 0.033
H 1.06313 3.44738 2.82910 -0.028 -0.047 0.019
H -0.84403 1.93056 4.66740 0.012 -0.007 0.046
H 1.80781 0.99342 3.47577 -0.006 0.019 -0.113
H 0.66393 -0.04165 4.33841 -0.049 0.043 -0.008
H 1.46580 1.30962 5.14799 -0.075 0.002 0.021
H -2.99931 2.07604 3.18275 0.061 -0.046 -0.066
H -3.95831 0.23746 -0.17252 0.018 -0.035 0.010
H -4.58788 2.98588 0.99543 0.030 -0.044 -0.041
H -5.34546 2.23655 -0.41348 0.014 -0.036 0.055
H -3.66332 2.75789 -0.48781 0.056 -0.051 -0.013
H -5.14968 1.07125 2.51035 0.045 -0.030 -0.051
H -4.72007 -0.58486 2.07201 0.015 0.030 -0.034
H -5.99078 0.26993 1.18872 0.048 0.009 -0.005
H -2.42302 -0.87822 -0.71837 0.081 -0.008 0.079
H 0.35644 -0.60185 -4.78215 0.004 -0.011 0.096
H -2.25909 -0.47533 -4.41628 0.001 -0.035 -0.013
H -3.27099 0.90887 -1.90174 0.039 0.014 -0.088
H -3.63492 -0.75769 -2.36286 0.014 0.026 -0.069
H -4.20228 0.58476 -3.35320 0.048 -0.030 -0.020
H -1.79348 2.37318 -3.43729 -0.013 -0.063 -0.052
H -2.78633 1.88332 -4.81682 0.051 -0.005 0.036
H -1.03356 1.64754 -4.86649 -0.041 -0.026 0.012
H 2.60381 -2.24508 -3.55816 0.001 -0.026 -0.048
H 3.63222 -0.69922 -1.14612 0.068 0.072 -0.033
H 4.45799 -2.01684 -1.92780 -0.030 -0.034 -0.060
H 2.91676 -2.32740 -1.12099 -0.047 -0.037 -0.050
H 3.77894 0.55782 -3.43864 0.011 -0.012 -0.016
H 3.00349 -0.14161 -4.86540 -0.022 -0.038 0.036
H 4.48329 -0.85621 -4.22970 -0.029 0.008 0.024
H -0.18966 -4.95577 1.21869 0.004 0.103 -0.020
H -2.37957 -4.72958 -0.00313 -0.045 -0.059 -0.024
H -2.43358 -2.47717 -2.06057 0.013 -0.111 0.031
H -3.38164 -3.96252 -2.13866 0.035 -0.002 0.052
H -1.61837 -4.03152 -2.21708 -0.008 0.008 0.057
H -3.86532 -2.08056 0.21307 0.029 0.038 -0.007
H -3.60639 -3.20270 1.54964 0.039 -0.017 -0.053
H -4.54558 -3.69982 0.13956 0.058 0.003 -0.004
H 2.63710 -4.07018 1.57803 0.030 -0.029 -0.006
H 1.32321 -2.91854 4.08045 0.025 -0.031 -0.038
H 2.75879 -3.95213 4.05396 -0.025 0.006 -0.039
H 1.19437 -4.59221 3.54026 0.023 0.027 -0.039
H 2.65443 -1.21677 2.67922 -0.022 -0.043 -0.017
H 3.34246 -1.71824 1.10107 -0.021 -0.035 -0.047
H 4.01313 -2.31638 2.59253 -0.013 0.030 0.018
N 3.72458 3.55732 -2.11325 -0.031 0.025 -0.002
C 2.68527 2.74235 -1.92592 -0.105 0.019 -0.163
O 2.81399 1.63017 -1.41461 -0.099 -0.062 0.168
C 1.34712 3.23177 -2.42990 0.296 -0.120 -0.147
I -0.04001 3.24037 -0.85824 -0.399 0.106 0.379
H 4.63513 3.27590 -1.78684 0.004 0.002 -0.004
H 3.60855 4.46528 -2.52690 0.063 0.011 0.006
H 0.97036 2.51551 -3.15689 0.027 0.013 -0.089
H 1.37846 4.23346 -2.84294 0.047 -0.008 -0.099
C 4.70103 3.15165 2.47604 -0.096 0.232 -0.299
O 3.47597 3.29086 1.68831 0.475 0.203 0.461
C 2.83352 2.23471 1.29239 -0.200 -0.132 0.314
O 3.32216 1.07978 1.53023 1.783 0.608 0.784
H 5.54529 3.26974 1.80206 0.060 -0.022 0.014
H 4.75606 2.19282 2.97231 -0.111 -0.131 0.032
H 4.68200 3.96551 3.19296 -0.007 0.016 -0.003
```
Forces are in eV/Å.

Results
frontier orbital gap (spin up / spin down): 8.83 / 8.85 eV
spin multiplicity: 6
M: 859.89 g/mol
net charge: +1
E_tot: -76262.274 eV


(3)
Density functional theory data (the ωB97M-V functional and the def2-TZVPD basis) for a structure of composition C27H38F6IrN6O6S2.

```
86
Properties=species:S:1:pos:R:3:forces:R:3
Ir -0.07021 -0.15819 0.29608 0.325 -0.259 0.935
O -0.53365 1.58106 1.45456 -0.123 -0.363 -0.346
C -0.91953 1.53552 2.85132 -0.022 0.049 0.206
C -2.41938 1.35194 2.95044 0.064 0.113 -0.140
C -2.88533 0.26706 1.99004 -0.108 0.047 0.030
C -2.29259 -1.07327 2.28514 -0.105 -0.067 -0.250
C -2.84819 -1.86796 3.28041 -0.049 0.014 -0.109
C -2.43623 -3.17523 3.44140 0.008 -0.038 -0.014
C -1.47795 -3.66774 2.57064 -0.006 -0.034 0.026
C -0.92557 -2.81012 1.64734 0.124 0.079 0.069
N -1.27547 -1.52027 1.51591 0.083 0.080 0.186
H 0.35620 1.97380 1.37361 -0.147 0.539 -0.023
H -0.63320 2.48662 3.29928 0.132 -0.003 -0.079
H -0.36255 0.73718 3.34176 -0.046 -0.071 0.031
H -2.93636 2.27859 2.70060 0.062 0.031 0.017
H -2.66421 1.11210 3.98720 -0.020 -0.047 -0.010
H -2.61561 0.56475 0.98067 -0.091 -0.018 -0.074
H -3.97326 0.17950 2.00317 0.018 -0.001 0.142
H -3.64049 -1.45390 3.88993 0.001 0.003 -0.001
H -2.87363 -3.80419 4.20500 0.008 0.003 0.007
H -1.13148 -4.69031 2.61777 -0.012 -0.001 -0.008
H -0.15574 -3.15019 0.98555 0.076 -0.033 -0.016
F 1.54957 -4.55756 -1.37513 -0.028 0.006 0.001
C 2.13502 -4.15255 -0.25695 -0.018 0.036 -0.007
F 1.41677 -4.57256 0.78474 -0.020 0.046 0.040
F 3.34995 -4.64864 -0.16723 0.015 -0.010 -0.055
S 2.28070 -2.30524 -0.31699 -0.062 0.050 -0.065
O 0.87111 -1.82079 -0.45390 0.100 -0.595 -0.483
O 3.10639 -2.07707 -1.44314 0.060 0.121 0.026
N 2.87090 -2.03066 1.09379 -0.020 0.095 0.013
S 2.63628 -0.85993 2.10186 -0.119 -0.188 0.076
O 1.36023 -0.15092 1.85793 0.078 0.276 -0.026
O 3.75558 -0.05109 2.40293 -0.040 -0.066 0.135
C 2.27216 -1.77886 3.65851 -0.010 -0.006 -0.013
F 1.29902 -2.66615 3.45265 -0.007 -0.021 0.010
F 3.35525 -2.39969 4.07723 0.003 -0.012 -0.008
F 1.86643 -0.90166 4.56925 0.016 0.001 -0.002
C -4.96350 -2.82424 -1.09313 0.001 -0.001 -0.001
C -4.98743 -2.43089 -2.56747 0.013 -0.008 -0.003
C -5.67141 -1.08456 -2.77808 0.002 -0.001 0.003
C -3.58955 -2.46579 -3.18954 -0.005 -0.025 -0.005
N -2.66967 -1.52220 -2.55090 0.043 -0.018 0.046
C -1.93964 -1.66027 -1.45551 0.119 -0.040 -0.070
N -1.34291 -0.50302 -1.23311 -0.493 0.216 0.097
N -1.72467 0.33625 -2.21517 0.024 0.066 0.001
N -2.52170 -0.26632 -3.00176 0.045 0.031 -0.033
H -5.97940 -2.89772 -0.70670 0.000 -0.005 -0.002
H -4.44777 -2.07153 -0.48798 -0.002 0.003 -0.001
H -4.47781 -3.79036 -0.93571 0.005 0.002 0.002
H -5.54535 -3.19596 -3.11530 -0.014 0.008 0.008
H -5.12765 -0.27801 -2.28108 -0.003 0.001 0.010
H -6.67907 -1.10591 -2.36394 -0.004 -0.004 -0.010
H -5.74550 -0.83301 -3.83621 0.010 0.007 0.001
H -3.61287 -2.18974 -4.24178 -0.010 0.002 0.000
H -3.14221 -3.45545 -3.09859 0.004 0.004 -0.004
H -1.82977 -2.56611 -0.88886 -0.038 0.006 0.038
C -2.17436 2.96465 -0.41239 -0.019 -0.033 -0.026
C -0.96090 3.67678 -0.99800 0.015 -0.090 -0.067
C -0.82904 3.45958 -2.51030 -0.023 0.081 0.007
C 0.41959 3.48851 -0.36302 -0.095 -0.078 -0.014
C 0.93392 4.63533 0.23803 0.198 0.105 0.093
C 2.28666 4.79973 0.48418 -0.056 -0.058 -0.048
C 3.15208 3.84739 -0.02110 -0.080 0.099 0.077
C 2.68990 2.67235 -0.60356 -0.006 -0.172 0.071
C 3.73540 1.81968 -1.30343 -0.067 -0.026 -0.075
C 3.28153 1.30133 -2.66834 0.040 -0.033 0.010
C 4.24145 0.71052 -0.40291 0.104 0.124 -0.075
C 1.30131 2.39105 -0.59340 0.075 0.078 -0.044
O 0.85542 1.14276 -0.95660 0.159 0.081 -0.036
H -3.06263 3.22632 -0.99112 0.003 0.035 0.000
H -2.34013 3.26412 0.62359 -0.018 0.003 -0.021
H -2.06507 1.88757 -0.45161 -0.034 -0.029 -0.021
H -1.17007 4.74015 -0.85723 0.041 0.009 -0.023
H -0.64672 2.41653 -2.74387 0.052 -0.038 -0.014
H 0.00055 4.05010 -2.90245 -0.026 0.017 0.002
H -1.74101 3.77604 -3.02080 -0.013 -0.022 0.004
H 0.25387 5.45362 0.44343 -0.004 0.006 0.018
H 2.65984 5.69824 0.95644 0.000 0.003 0.002
H 4.22133 4.02054 0.00816 0.008 0.000 -0.008
H 4.57698 2.49462 -1.48342 -0.027 0.029 -0.015
H 2.46474 0.58925 -2.57261 0.003 -0.004 -0.010
H 4.11485 0.80248 -3.16594 0.005 0.009 -0.009
H 2.94813 2.12168 -3.30635 -0.014 0.000 0.012
H 3.40752 0.05544 -0.18665 -0.029 -0.047 0.018
H 4.62540 1.10755 0.53481 0.005 -0.016 -0.068
H 5.01977 0.11724 -0.88390 -0.022 -0.030 -0.037
```
Forces are in eV/Å.

Results
frontier orbital gap: 7.11 eV
spin multiplicity: 1
M: 912.98 g/mol
net charge: +1
E_tot: -90647.670 eV
energy above the lowest of the compared OMol25 structures with the same formula, charge and spin: 5.8 kcal per mole


(4)
Density functional theory data (the ωB97M-V functional and the def2-TZVPD basis) for a cluster of 2 separate species, CH4S2 in total.

```
7
Properties=species:S:1:pos:R:3:forces:R:3
C 0.07411 -0.00240 -0.32232 2.091 1.188 1.368
S -1.46350 0.63832 -1.06324 0.144 0.041 0.745
S 0.17082 -1.65787 0.46792 3.062 1.184 1.449
H 1.07113 0.05423 -0.88514 -2.078 0.295 -0.140
H 0.27311 0.65609 0.55625 -0.312 -0.253 -0.884
H -1.91713 1.39881 0.02346 0.645 -0.911 -0.976
H 1.79146 -1.08718 1.22306 -3.551 -1.545 -1.561
```
Forces are in eV/Å.

Results
frontier orbital gap: 8.55 eV
spin multiplicity: 1
M: 80.18 g/mol
net charge: 0
E_tot: -22769.742 eV
energy above the lowest of the compared OMol25 structures with the same formula, charge and spin: 58.7 kcal per mole